Below is a structure of composition C27H18F3N2OS5SbSn at a distorted geometry, with properties calculated with the ωB97M-V functional and the def2-TZVPD basis.

Summary:
spin multiplicity	1
charge	+2
HOMO (spin up / spin down)	-13.5459 / -13.8172	eV
LUMO level (spin up / spin down)	-8.7 / -8.3	eV
Kohn-Sham gap (spin up / spin down)	4.84 / 5.51	eV
energy relative to the best compared isomer or geometry (same formula, charge and spin)	0.0	kcal/mol
calculated total energy	-108000.786	eV

```
58
C27H18F3N2OS5SbSn (the ωB97M-V functional and the def2-TZVPD basis)
Sn -0.076 -0.090 0.166
S -2.678 -5.371 4.477
C -1.965 -4.269 3.522
S -1.944 -4.384 1.779
C -1.059 -2.937 1.483
C -0.688 -2.196 2.611
S 0.215 -0.742 2.608
S -1.185 -2.833 4.134
S -0.720 -2.521 -0.145
F -3.722 7.952 -3.370
C -3.263 6.810 -2.885
C -3.729 5.620 -3.425
C -3.243 4.426 -2.925
C -2.339 4.454 -1.866
C -1.841 5.655 -1.363
C -2.323 6.848 -1.864
Sb -1.687 2.600 -1.026
C -2.197 2.696 1.048
C -1.653 3.705 1.839
C -1.963 3.780 3.186
C -2.810 2.826 3.726
F -3.113 2.888 5.016
C -3.351 1.805 2.961
C -3.032 1.736 1.615
C -3.056 1.145 -1.776
C -4.422 1.254 -1.527
C -5.289 0.288 -2.011
C -4.776 -0.766 -2.749
F -5.606 -1.692 -3.210
C -3.425 -0.880 -3.032
C -2.564 0.086 -2.536
H -4.453 5.643 -4.228
H -3.584 3.489 -3.345
H -1.097 5.670 -0.577
H -1.980 7.802 -1.487
H -0.989 4.448 1.413
H -1.559 4.558 3.819
H -4.018 1.089 3.423
H -3.456 0.941 1.011
H -4.820 2.090 -0.965
H -6.354 0.346 -1.827
H -3.069 -1.701 -3.640
H -1.507 0.022 -2.773
N 6.748 -1.043 -2.612
C 6.127 0.055 -2.141
O 6.629 1.155 -2.092
C 4.700 -0.115 -1.640
C 4.108 1.024 -1.100
C 2.825 0.956 -0.613
N 2.112 -0.179 -0.640
C 2.667 -1.279 -1.162
C 3.951 -1.286 -1.672
H 7.697 -0.938 -2.933
H 6.338 -1.957 -2.637
H 4.679 1.942 -1.075
H 2.344 1.829 -0.185
H 2.062 -2.178 -1.161
H 4.330 -2.210 -2.084
```

---

Below is a structure of composition C27H18MnN4O2S6, with properties calculated with the ωB97M-V functional and the def2-TZVPD basis.

Summary:
spin multiplicity	3
charge	-1
HOMO (spin up / spin down)	-4.3317 / -4.3396	eV
LUMO level (spin up / spin down)	2.3 / 2.2	eV
Kohn-Sham gap (spin up / spin down)	6.64 / 6.50	eV
calculated total energy	-134678.993	eV

```
58
C27H18MnN4O2S6 (the ωB97M-V functional and the def2-TZVPD basis)
Mn -0.174 0.331 0.144
O 0.067 -0.868 1.625
N -0.911 -1.095 2.500
C -0.638 -1.986 3.475
C -1.551 -2.273 4.443
C -2.788 -1.609 4.409
C -3.047 -0.717 3.411
C -2.099 -0.441 2.395
S -2.368 0.612 1.102
H 0.348 -2.419 3.415
H -1.306 -2.993 5.208
H -3.532 -1.803 5.173
H -3.985 -0.183 3.356
O -0.340 1.697 -1.043
C 0.389 2.159 -2.033
C -0.147 3.159 -2.860
C 0.582 3.690 -3.900
C 1.881 3.246 -4.161
C 2.417 2.265 -3.355
C 1.694 1.713 -2.295
C 2.284 0.694 -1.437
N 1.696 0.058 -0.453
C 2.603 -0.817 0.106
C 3.776 -0.707 -0.557
N 3.558 0.255 -1.528
H -1.155 3.492 -2.643
H 0.144 4.463 -4.522
H 2.458 3.663 -4.976
H 3.427 1.920 -3.560
H 2.336 -1.437 0.944
H 4.723 -1.203 -0.428
H 4.230 0.580 -2.195
N -3.350 -7.050 -5.777
C -2.988 -6.194 -5.097
C -2.529 -5.117 -4.240
C -3.297 -3.966 -4.086
C -2.856 -2.939 -3.267
C -1.636 -3.034 -2.583
C -0.876 -4.201 -2.749
C -1.316 -5.229 -3.565
C -1.176 -1.965 -1.738
C -0.792 -1.064 -1.025
H -4.240 -3.884 -4.609
H -3.450 -2.042 -3.143
H 0.067 -4.282 -2.223
H -0.723 -6.127 -3.687
C 0.231 2.204 5.634
S -0.477 3.672 4.848
C 0.818 4.152 3.775
C 1.285 3.452 2.706
S 0.880 1.861 2.194
S 2.580 4.299 1.865
C 2.737 5.691 2.861
S 3.855 6.892 2.618
S 1.613 5.666 4.148
H -0.487 1.878 6.390
H 1.180 2.452 6.109
H 0.373 1.427 4.882
```

---

Below is a structure of composition C27H20BiBr2F6N5O6S8 at a distorted geometry, with properties calculated with the ωB97M-V functional and the def2-TZVPD basis.

Summary:
spin multiplicity	1
charge	-2
HOMO	-1.8489	eV
LUMO level	3.7	eV
Kohn-Sham gap	5.56	eV
energy relative to the best compared isomer or geometry (same formula, charge and spin)	8.9	kcal/mol
calculated total energy	-296976.195	eV

```
75
C27H20BiBr2F6N5O6S8 (the ωB97M-V functional and the def2-TZVPD basis)
Bi -0.013 0.042 0.621
C 3.536 0.652 0.576
C 3.022 1.679 1.532
C 3.918 2.422 2.329
C 3.436 3.343 3.212
C 2.045 3.521 3.341
C 1.492 4.427 4.261
C 0.130 4.549 4.352
C -0.701 3.771 3.554
C -0.196 2.868 2.634
S -1.335 1.938 1.712
C 1.210 2.736 2.495
N 1.726 1.868 1.607
H 4.582 0.425 0.772
H 3.444 1.023 -0.444
H 2.941 -0.258 0.655
H 4.979 2.256 2.231
H 4.098 3.939 3.829
H 2.147 5.011 4.893
H -0.309 5.244 5.056
H -1.772 3.857 3.646
F 3.349 -5.449 0.458
C 2.953 -4.223 0.096
F 3.978 -3.394 0.337
F 2.797 -4.248 -1.233
S 1.412 -3.655 1.053
O 1.452 -2.236 0.845
O 1.702 -4.140 2.362
N 0.254 -4.440 0.362
S -0.743 -3.743 -0.647
O -0.296 -2.484 -1.143
O -2.117 -3.955 -0.335
C -0.568 -4.956 -2.107
F -1.202 -4.518 -3.203
F -1.136 -6.123 -1.771
F 0.682 -5.247 -2.489
Br -0.269 4.757 -2.964
C 1.052 3.382 -3.043
C 2.124 3.542 -3.899
C 3.086 2.561 -3.973
Br 4.585 2.855 -5.138
C 2.959 1.361 -3.260
C 3.845 0.265 -3.343
C 3.525 -0.915 -2.724
C 2.327 -0.993 -2.001
N 1.548 0.040 -1.826
C 1.821 1.203 -2.411
C 0.866 2.281 -2.172
O -0.036 2.218 -1.309
H 2.218 4.437 -4.496
H 4.759 0.359 -3.920
H 4.163 -1.783 -2.791
H 1.997 -1.913 -1.542
O -2.347 -2.731 6.731
C -1.921 -2.327 5.680
S -0.379 -1.481 5.514
C -0.435 -1.218 3.777
C -1.534 -1.671 3.143
S -1.867 -1.540 1.437
S -2.742 -2.489 4.124
S 0.896 -0.368 3.080
C -4.743 1.141 1.354
N -4.044 0.516 0.249
C -3.089 1.038 -0.538
S -2.089 -0.084 -1.344
N -2.930 2.322 -0.852
C -3.581 3.476 -0.276
H -5.320 0.365 1.851
H -5.434 1.905 1.002
H -4.046 1.574 2.072
H -3.856 -0.470 0.404
H -2.023 2.488 -1.289
H -3.326 3.600 0.779
H -4.663 3.398 -0.391
H -3.241 4.355 -0.821
```

---

Below is a cluster of 4 separate species, C27H20Br2NO8 in total at a distorted geometry, with properties calculated with the ωB97M-V functional and the def2-TZVPD basis.

Summary:
spin multiplicity	1
charge	+1
HOMO	-11.3794	eV
LUMO level	-5.3	eV
Kohn-Sham gap	6.04	eV
calculated total energy	-186256.851	eV

```
58
C27H20Br2NO8 (the ωB97M-V functional and the def2-TZVPD basis)
C 8.301 -3.910 -0.929
C 8.497 -2.859 0.333
Br 10.353 -2.303 0.974
C 7.252 -2.312 1.007
Br 7.403 -1.058 2.606
O 5.971 -2.748 0.429
C 5.129 -3.454 1.424
O 5.558 -3.999 2.565
C 3.505 -3.546 1.034
C 2.719 -4.944 0.674
C 1.105 -4.780 0.265
N 0.450 -3.411 0.238
C 1.142 -2.093 0.569
C 2.726 -2.074 0.993
H 9.211 -4.682 -0.885
H 8.303 -3.377 -1.974
H 7.330 -4.564 -0.861
H 3.275 -5.995 0.677
H 0.455 -5.730 -0.047
H -0.576 -3.335 -0.035
H 0.600 -1.036 0.508
H 3.334 -1.083 1.263
C 2.018 3.486 0.542
C 1.199 2.430 0.536
C 0.745 1.820 -0.729
O -0.006 0.854 -0.735
C 1.230 2.422 -1.987
C 2.049 3.479 -1.981
C 2.503 4.088 -0.716
O 3.254 5.054 -0.709
H 2.360 3.946 1.461
H 0.835 1.976 1.450
H 0.888 1.962 -2.906
H 2.413 3.932 -2.895
C -3.745 -0.732 -0.160
C -4.486 -0.140 0.781
C -5.172 -0.928 1.824
O -5.852 -0.387 2.685
C -5.007 -2.395 1.787
C -4.266 -2.987 0.845
C -3.580 -2.199 -0.198
O -2.900 -2.740 -1.059
H -3.235 -0.169 -0.933
H -4.616 0.935 0.823
H -5.516 -2.958 2.559
H -4.136 -4.062 0.803
C -7.067 5.212 -0.745
C -6.859 3.898 -0.616
C -5.528 3.306 -0.856
O -5.337 2.103 -0.741
C -4.436 4.222 -1.242
C -4.645 5.536 -1.370
C -5.976 6.128 -1.130
O -6.167 7.331 -1.246
H -8.038 5.662 -0.573
H -7.649 3.213 -0.333
H -3.466 3.772 -1.413
H -3.854 6.221 -1.653
```